C4H14N4 | ωB97M-V with the def2-TZVPD basis set

Properties
Frontier orbital gap ... 9.183 eV
Total energy ... -379.76204 Ha
M ... 118.184 g mol⁻¹
Maximum force ... 3.22 eV Å⁻¹
Relative energy (zero: lowest compared OMol25 entry of this formula, charge and spin) ... 188.44 kJ/mol

```
22
C4H14N4 ωB97M-V with the def2-TZVPD basis set
H -0.7825 1.7659 1.3506
H 0.3379 1.4192 -0.5602
H 0.6096 0.2985 -1.9497
H -1.3674 -1.1043 1.4397
H -2.7212 -0.6829 -1.0828
H -1.0829 -2.4767 -0.4711
N 1.5305 -0.3329 -0.1686
C -1.3951 0.9164 1.6534
H 2.8686 1.3140 -0.0549
N -0.3903 -1.8050 -0.7820
H -1.3729 0.8747 2.7461
N -0.8339 -0.3053 1.1065
C -0.7832 -0.4875 -0.5107
N -1.9570 -0.0290 -1.1973
C 2.8484 0.2565 -0.3458
C 0.4443 0.3743 -0.8741
H -2.4361 1.1206 1.3457
H 3.1314 0.1951 -1.3967
H 1.1853 -0.2891 0.8206
H 3.5691 -0.2722 0.2748
H -2.2466 0.8884 -0.8816
H 0.8439 -1.6387 -0.4620
```

C2H16O6 | ωB97M-V with the def2-TZVPD basis set

Properties
Frontier orbital gap ... 10.231 eV
Total energy ... -537.18667 Ha
M ... 136.144 g mol⁻¹
Maximum force ... 1.82 eV Å⁻¹
SMILES string ... C=C.O.O.O.O.O.O
Relative energy (zero: lowest compared OMol25 entry of this formula, charge and spin) ... 153.61 kJ/mol

```
24
C2H16O6 ωB97M-V with the def2-TZVPD basis set
O 2.5179 -0.7710 2.4104
H -0.4727 0.6524 1.9635
C -0.3358 3.1082 -0.8032
O -2.7094 0.3618 -0.0507
O -0.7194 1.0606 2.8013
H 2.0313 -1.4828 0.8207
O -1.7831 -2.1470 -1.1307
H 1.1385 -1.1354 -3.2023
H 2.0397 -1.2018 3.1284
H -1.5057 -1.8234 -2.0025
H 1.2039 -2.6553 0.0603
H -2.1928 1.0763 -0.4605
H -0.4792 3.3066 0.2549
O 0.5522 -1.2603 -2.4469
H 1.0460 -1.6763 -1.7137
H -1.7826 -1.2689 -0.7031
H 1.3093 1.9061 -0.7201
H 2.3220 0.1768 2.3971
H -2.9136 0.6842 0.8406
H -1.1798 3.5476 -1.3295
O 1.8491 -1.9443 -0.0189
H -0.3461 1.9239 3.0051
H 0.7831 2.1815 -2.4308
C 0.6223 2.4216 -1.3945
```

C36H47GeN4O2Rh | ωB97M-V with the def2-TZVPD basis set

Properties
Frontier orbital gap (alpha / beta) ... 7.643 / 4.359 eV
Multiplicity ... 5
Total energy ... -3956.34481 Ha
M ... 743.314 g mol⁻¹
Maximum force ... 2.18 eV Å⁻¹
Net charge ... +2
Relative energy (zero: lowest compared OMol25 entry of this formula, charge and spin) ... 47.27 kJ/mol
Expectation value of S² ... 6.01

```
91
C36H47GeN4O2Rh ωB97M-V with the def2-TZVPD basis set
H 1.6301 0.9148 -2.3435
H 3.0139 3.1409 -0.4450
C -4.0917 -0.5164 5.0119
O 1.5920 0.4992 1.1986
C -5.6463 -2.1809 -1.5995
H 3.8329 6.4301 0.7262
H 0.7811 0.9276 -3.8065
O 1.0604 -0.1070 3.2564
H 3.2252 -2.7161 -0.7718
C -0.8819 4.9479 -1.6953
C 0.4936 -2.8686 1.7201
C -0.8480 2.5579 -1.9129
H -2.4506 -1.0866 -1.4778
H 2.4028 -3.8343 1.8815
H 2.1799 1.7784 -3.6501
H -1.3490 1.6557 -2.2557
H 2.6741 -0.1766 -4.9226
H 3.9130 0.8165 -0.6852
C -1.4854 0.2925 1.0046
H -2.4037 3.8203 -2.6950
C -3.3982 -1.4920 -1.1215
H 0.7164 5.8095 -0.5968
N 1.7212 0.8985 -3.4037
H 1.8969 -5.5284 0.1471
C -2.1324 -2.3339 4.2548
C 2.1720 3.5171 0.1405
C 0.3617 2.4594 -1.2164
C 0.9223 3.6577 -0.7465
H 4.2380 5.1234 -0.4336
H 4.2496 0.7343 -3.1090
C 1.1627 -4.7748 0.4006
C 0.7225 0.4319 2.2417
C -5.8328 -2.4769 -0.2581
C 1.7735 -2.2309 -2.2857
H -0.9322 0.2099 0.0601
H 3.7753 -2.9512 -2.4147
C 0.3028 4.8815 -0.9747
H 2.5307 5.9033 2.5054
C 1.6776 -1.5689 -3.6580
H -4.9593 -2.5236 1.6954
H 2.8344 6.1611 -0.7279
H -4.2787 -1.4528 -3.0824
H 3.3210 -0.4263 0.1631
H -1.3728 -3.0529 3.9720
C 2.5060 -0.2969 -3.8542
H 4.9678 -1.1020 -1.5334
H 1.0081 -2.0243 -0.3787
C -2.5474 -2.2703 5.5785
H -2.1087 -2.9295 6.3153
H 0.6253 -1.3616 -3.8839
C 3.4369 5.6785 0.0511
H 0.7346 -2.1471 2.4907
H -0.0891 -1.7751 -1.5142
N 0.8856 -1.5667 -1.2899
C -0.6278 1.0625 2.0214
C -1.0345 -3.8267 0.1316
C -0.0840 -4.7835 -0.2115
H 1.4266 -3.2619 -2.3882
C -4.7986 -2.2844 0.6507
H 4.5723 -0.8216 -3.8140
H -1.1290 1.1061 2.9884
C 3.9175 -0.9282 -1.7793
Ge -2.1142 -1.5066 1.4761
C -1.4644 3.7822 -2.1602
C -0.7595 -2.8473 1.0915
N 3.3275 -0.0113 -0.7686
H 1.9969 -2.2857 -4.4152
C -4.4234 -1.6844 -2.0353
C -3.6762 -0.5796 3.6898
C -3.5633 -1.7892 0.2348
H -0.4796 2.0854 1.6558
H -3.8458 -1.3123 6.9878
H -6.7849 -2.8609 0.0819
N 2.5764 4.7633 0.7591
H -1.3520 5.9050 -1.8703
C -2.6944 -1.4931 3.2950
H 1.9616 2.8055 0.9411
H 1.7237 4.2986 2.5972
H -0.3259 -5.5474 -0.9385
H -4.1386 0.0769 2.9594
H -2.3892 0.8563 0.7641
H -6.4513 -2.3344 -2.3052
H 0.9633 5.6265 1.7029
H -2.0060 -3.8548 -0.3460
C 1.9243 5.1716 1.9799
C 3.2065 -2.2747 -1.7711
C 1.4478 -3.8211 1.3709
H -4.8594 0.1863 5.3071
C -3.5234 -1.3611 5.9564
C 3.8725 -0.2936 -3.1653
Rh 1.0752 0.5624 -0.7449
```

C4H8ClN | ωB97M-V with the def2-TZVPD basis set

Properties
Frontier orbital gap (alpha / beta) ... 9.097 / 8.553 eV
Multiplicity ... 3
Total energy ... -671.97699 Ha
M ... 105.568 g mol⁻¹
Maximum force ... 4.93 eV Å⁻¹
Relative energy (zero: lowest compared OMol25 entry of this formula, charge and spin) ... 17.11 kJ/mol
Expectation value of S² ... 2.04

```
14
C4H8ClN ωB97M-V with the def2-TZVPD basis set
H -1.2140 -2.2945 0.3700
H -1.0117 -1.7586 2.1397
C -1.4169 0.4351 0.3351
H -1.0475 2.2828 1.2339
H -2.6421 2.1637 0.3751
C 1.1971 0.5465 -1.3150
H 0.4082 -2.1229 1.1320
H 0.5707 1.3733 -1.1650
C -0.5142 -1.6638 0.9980
Cl -2.5834 -0.2851 -0.7598
N -0.4663 -0.2737 0.9034
H 1.9407 0.4979 -0.5607
C -1.7024 1.7711 0.6092
H 1.2151 -0.2310 -2.0683
```

CHNO3S3 | ωB97M-V with the def2-TZVPD basis set

Properties
Frontier orbital gap ... 9.216 eV
Total energy ... -1513.63136 Ha
M ... 171.224 g mol⁻¹
Maximum force ... 3.00 eV Å⁻¹
Relative energy (zero: lowest compared OMol25 entry of this formula, charge and spin) ... 191.91 kJ/mol

```
9
CHNO3S3 ωB97M-V with the def2-TZVPD basis set
O 0.7553 0.4201 0.2212
O -1.4375 -0.1879 -1.1159
N -1.1145 0.3833 2.1759
S 1.6747 1.4116 -0.6589
H 0.5687 2.3132 -0.6908
O 0.7650 -1.0848 -1.7720
S -0.1447 -0.6540 -0.7417
S -0.3535 -2.0047 0.8167
C -0.7135 -0.5968 1.7656
```

C3H5NO | ωB97M-V with the def2-TZVPD basis set

Properties
Frontier orbital gap ... 11.165 eV
Total energy ... -247.27698 Ha
M ... 71.079 g mol⁻¹
Maximum force ... 1.35 eV Å⁻¹
Relative energy (zero: lowest compared OMol25 entry of this formula, charge and spin) ... 79.44 kJ/mol

```
10
C3H5NO ωB97M-V with the def2-TZVPD basis set
H 0.4590 0.8172 -1.5193
N -0.3247 1.6348 0.1473
O 2.2029 -0.1275 2.0862
H 0.0190 -1.4717 -0.5142
H -0.9412 1.3723 0.9234
C -0.7797 -0.7210 -0.5307
C -0.1834 0.6538 -0.6467
C 2.1921 -0.5298 1.0254
H -1.4148 -0.9380 -1.3971
H -1.3785 -0.8217 0.3810
```

C9H56NO20 | ωB97M-V with the def2-TZVPD basis set

Properties
Frontier orbital gap ... 5.523 eV
Total energy ... -1936.02547 Ha
M ... 498.534 g mol⁻¹
Maximum force ... 2.42 eV Å⁻¹
Net charge ... -1
Relative energy (zero: lowest compared OMol25 entry of this formula, charge and spin) ... 267.30 kJ/mol

```
86
C9H56NO20 ωB97M-V with the def2-TZVPD basis set
H 4.8932 -2.8732 -1.3860
H -0.9337 -1.3675 -1.1889
H 5.8871 -1.7887 -1.7437
H 4.3697 0.1858 0.8923
O 1.5583 0.4600 4.8401
H -4.7377 -1.0985 0.2284
H 0.6934 2.8431 -0.5121
H -0.7638 2.2282 -5.0982
C -0.6852 0.6867 -1.9036
H -4.8452 0.4064 0.1038
C -0.1429 -0.7163 -1.5614
H 0.3565 -2.9232 0.2984
H -1.0306 -5.3747 2.0839
H 0.1432 -1.0918 -2.5438
H -0.2102 -4.2530 2.6844
C 1.1305 -2.4304 -0.2899
H 1.2720 -2.8977 -1.2644
C 0.9416 -0.8841 -0.5140
O -0.1394 -5.0280 2.1272
O -1.5025 -6.0453 -0.8596
H -2.5988 -1.9858 -3.4293
O -1.9117 -2.2070 -4.0579
H -4.0687 4.2384 -2.2040
H -0.1080 1.9259 2.6356
O -0.0095 2.6716 -4.7100
O -3.3931 4.1390 -1.5333
H 3.5726 -4.3926 0.9321
H -3.8749 2.3993 -0.0333
C 2.3005 -0.3988 -1.1299
H -4.6229 0.7387 4.4480
H -2.0398 -6.3277 -0.1196
O 2.2340 0.2302 -4.0213
O -3.2124 3.5871 3.3164
H 1.9645 1.9817 0.3266
H -3.3542 1.8726 1.2871
H -2.0661 0.7054 -0.3142
H 2.8460 -3.3794 2.9147
H -3.4514 1.6555 4.1673
H 1.9485 0.2354 -3.1077
H -1.8930 4.5136 -3.4923
H -2.5673 4.2089 -2.0123
H 0.6757 2.0037 -4.6869
H -2.3105 -2.0517 -4.9141
H 0.6156 0.5036 4.9999
H -1.4318 2.4990 1.7528
H 2.3099 0.6571 -1.4000
O -5.0921 -0.4088 -0.3328
H 1.1014 2.9227 1.2739
O -1.3321 -1.9177 2.1295
H 1.7781 4.5460 4.7313
H -2.3999 3.9803 3.6349
C 0.9229 2.2943 0.4013
H 3.5873 -0.2904 2.0977
H -1.6241 0.9201 2.2817
O -4.1058 1.8243 0.6963
H 1.0153 -0.4913 -5.2223
O -1.1302 4.1598 -3.0350
O 1.4981 -0.2327 1.8815
H -0.7299 3.5600 -3.6645
H 2.0048 3.5851 3.5836
H 2.9628 -0.3900 -4.0415
H -3.5956 4.2551 2.7479
H 3.1016 -0.3704 -0.3913
H 1.9117 -2.1944 2.7932
H 1.6353 0.1126 3.9515
H -0.3651 -1.1128 -5.2312
O 5.6625 -2.4116 -1.0524
H 0.0716 1.2556 -2.4437
H -0.8554 -1.1350 1.8532
C -0.0861 1.1849 0.5788
H -1.6054 0.6197 -2.4839
C -0.8496 1.5911 1.9103
O -3.7241 0.9235 4.7205
H -0.8862 -2.2010 2.9277
N 0.5860 -0.1288 0.6895
O 4.0795 -3.9722 1.6267
H 4.9871 -4.0251 1.3272
O 1.6031 4.4272 3.7978
H 2.5697 -1.0995 -1.9203
O 2.3290 -2.7664 3.4373
H -1.5011 2.2696 -0.6769
O 4.4718 -0.0633 1.8109
O 0.2313 -0.5859 -5.7632
H -0.8719 -5.4340 -0.4789
H 1.9838 -2.5102 0.3835
C -1.1475 1.2481 -0.5369
```

C32H33FN3O6S4W | ωB97M-V with the def2-TZVPD basis set

Properties
Frontier orbital gap (alpha / beta) ... 7.497 / 6.497 eV
Multiplicity ... 3
Total energy ... -3614.41299 Ha
M ... 886.737 g mol⁻¹
Maximum force ... 1.75 eV Å⁻¹
Net charge ... +1
Relative energy (zero: lowest compared OMol25 entry of this formula, charge and spin) ... 177.97 kJ/mol
Expectation value of S² ... 2.04

```
80
C32H33FN3O6S4W ωB97M-V with the def2-TZVPD basis set
C 0.2726 0.6586 3.8041
S -0.2546 0.5579 5.4135
C 1.4616 -3.4395 -1.8970
H 3.0432 -1.5871 -3.3778
H 4.7940 0.3923 0.6224
C 3.4178 1.9992 0.6029
C 1.0668 1.3841 0.4362
C 0.8217 -2.4972 3.0717
C -1.5570 -2.8709 2.2058
C -0.0070 2.6930 -4.9762
O -2.2753 2.3828 -0.4301
H 1.8041 2.0978 3.5518
H -4.6326 -0.2404 4.2992
H 0.8797 -1.4430 2.7998
H 1.6211 4.8299 -2.9161
H 0.5624 -2.2638 -4.1044
H -2.1854 -3.6131 1.7094
C 2.0139 2.5197 0.6714
C 1.4243 -0.0155 0.5254
H -3.8767 -0.6264 -1.1713
C 1.0494 -2.1903 -1.4356
H 3.2562 -0.5917 -1.9382
H -0.0406 -4.3180 2.4168
H -0.0448 2.3763 -6.0101
O 1.8760 3.4814 -0.3686
C 0.0828 3.5018 -2.3025
S 0.3419 4.1676 -0.6120
C 0.9312 4.0608 -3.2419
C -4.2215 -0.0075 0.8489
C -4.6195 -0.0931 -0.5870
C 2.8018 -0.3816 0.6268
H 0.7793 -0.1276 -1.9394
C 0.8508 -4.4594 0.1653
C -1.8473 0.2872 4.9128
H -2.6570 0.1723 5.6134
W -1.0633 0.8786 0.6535
H 0.4528 -2.5663 4.0977
C 0.3172 -1.2989 -3.6578
H 1.7060 -5.5263 -1.4877
H 2.2966 0.6691 4.4524
N -0.6761 0.4573 2.9226
C -1.8960 0.2722 3.5633
F -1.1006 2.5021 1.7055
H 1.5772 4.1013 -5.2843
C 1.3733 -4.5677 -1.1117
H -0.7469 -1.3000 -3.4209
C 0.8996 3.6540 -4.5685
C 1.1653 -1.0272 -2.4099
S -2.1429 1.7538 -1.7770
H 0.5067 -0.5316 -4.4101
H -5.5711 -0.6157 -0.6667
H -1.7361 -1.9195 1.7214
O 0.6677 5.5649 -0.8609
C -4.3383 -0.1286 3.2696
O -3.2857 1.7744 -2.6220
C -3.1080 0.1200 2.7726
O 0.2429 1.6125 -0.5734
C 3.7454 0.6635 0.6233
H 1.8641 2.9924 1.6467
S -5.4353 -0.2858 1.9903
H -4.7430 0.8993 -1.0167
C -0.8948 2.1516 -4.0590
N -3.0400 0.2119 1.3874
H 1.8341 -2.9044 3.0508
O -1.7433 0.3503 -1.3139
H 2.1268 0.5695 2.7136
H 1.8602 -3.5199 -2.9005
H -1.6406 1.4388 -4.3831
H -1.8783 -2.7960 3.2475
C 1.7062 1.0126 3.6036
C 0.4315 -3.2414 0.6871
H 0.7678 -5.3429 0.7866
C -0.8499 2.5407 -2.7246
C -0.0883 -3.2710 2.1142
C 2.6188 -0.7565 -2.8101
H 4.1995 2.7476 0.5560
C 0.5552 -2.0941 -0.1222
N 0.3460 -0.7585 0.4214
H 3.1132 -1.4174 0.6431
H 2.6709 0.1348 -3.4386
```

C16H15NNdO10P2 | ωB97M-V with the def2-TZVPD basis set

Properties
Frontier orbital gap (alpha / beta) ... 6.912 / 6.940 eV
Multiplicity ... 4
Total energy ... -2670.43375 Ha
M ... 587.481 g mol⁻¹
Maximum force ... 4.19 eV Å⁻¹
Net charge ... -1
Expectation value of S² ... 3.75

```
45
C16H15NNdO10P2 ωB97M-V with the def2-TZVPD basis set
H -2.6170 2.4285 3.4048
O -3.9544 -1.0596 -4.5428
C 2.2025 -2.3500 -2.8605
O 0.3312 0.9009 -0.3530
H -5.1814 -0.4902 0.2532
H 4.5095 0.8810 4.0414
C 2.2845 1.3021 0.9414
C 0.6575 2.6247 2.8234
O -1.8109 0.3506 1.4988
H 1.2722 -0.4694 -2.4983
H -1.8216 3.5139 2.2843
O -4.2606 -0.2722 -0.0444
N 3.9596 -5.1462 -3.7773
C 2.8397 1.8673 2.0849
O -5.7353 1.6913 -0.9908
O -3.1434 -1.9156 -2.1075
C 3.1784 -4.5276 -3.1841
C 4.8234 1.7668 3.4574
P -4.4125 1.0516 -1.0770
H 1.2807 -5.3636 -1.6102
H 5.8847 1.6689 3.1987
O -2.0333 -0.0175 -2.9445
C 0.2664 -3.4415 -1.2273
P -3.3871 -0.6572 -3.2343
Nd -1.6069 -0.2575 -0.7355
H 0.0010 3.2145 3.4622
C -2.3052 2.5367 2.3589
H -3.8365 -2.6017 -2.1577
C 1.2228 -1.5441 -2.2565
C 0.9106 1.2880 0.7884
C 0.2178 -2.0801 -1.4689
O -2.9991 1.5852 -0.9524
H -3.1649 2.4974 1.6891
H 4.6794 2.7079 4.0179
H 2.5002 3.1527 3.8332
C 0.0648 1.8557 1.8140
H 2.9089 -1.9598 -3.5789
H 2.8990 0.9074 0.1434
C 1.2720 -4.2793 -1.7381
O -4.4418 0.2949 -2.5216
O 4.1792 1.8419 2.1808
H -0.5286 -3.9393 -0.6710
C 2.0415 2.6161 2.9815
C 2.2079 -3.7050 -2.5791
C -1.3549 1.5311 1.8540
```

C22H27N3O4 | ωB97M-V with the def2-TZVPD basis set

Properties
Frontier orbital gap ... 8.804 eV
Total energy ... -1319.82873 Ha
M ... 397.475 g mol⁻¹
Maximum force ... 0.80 eV Å⁻¹
SMILES string ... CCOC(=O)N1CCC(NC(=O)Cn2cccc2C(=O)c2ccccc2C)CC1
Relative energy (zero: lowest compared OMol25 entry of this formula, charge and spin) ... 127.51 kJ/mol

```
56
C22H27N3O4 ωB97M-V with the def2-TZVPD basis set
O 0.5848 -1.0935 -1.5510
H 0.9925 2.3185 0.5325
H -1.0123 -1.7091 -0.8813
C -3.5446 -1.4576 0.9034
H 5.2887 2.7997 -2.0306
C 0.9454 -2.2651 2.4445
H 3.8778 -0.5296 0.2225
C -3.3742 -1.0566 -1.5798
H 0.7597 2.1549 3.0412
C -1.1606 -3.3366 0.3244
C -3.4828 0.3792 -1.0518
C 2.2555 1.2751 -2.1536
H -2.5725 -1.1217 -2.3161
C 0.1080 2.6883 1.0657
H 3.1366 2.9093 -3.2018
H -3.3942 -2.1995 1.6872
C -3.0815 -2.0394 -0.4395
C -2.7385 -0.2018 1.2313
C 0.3815 -3.3495 0.3184
H 0.7188 -4.2885 0.7651
O -1.8154 -4.1504 0.9429
H 0.7077 0.4115 -3.3387
H -4.4998 0.5777 -0.6949
C 0.9804 1.3776 -2.9220
H 1.2376 3.7810 2.5210
H -4.6100 -1.2348 0.8455
C 1.4112 -0.6516 -0.7517
H -3.2433 1.1006 -1.8342
C 4.5047 2.0994 -1.7823
N 0.8774 -2.2450 1.0986
C 4.7196 1.1233 -0.8233
C 2.4574 0.3237 -1.1384
N -2.5562 0.5968 0.0348
C 1.5108 -1.0904 2.8884
C 1.8176 -0.3356 1.7574
C -1.6207 1.5603 -0.0573
H -0.2785 3.5553 0.5190
C 0.4405 3.0433 2.5033
H 0.7470 -3.2738 -0.7066
N -1.6602 -2.3204 -0.3848
O -0.8862 1.6652 1.0720
C 3.2899 2.1605 -2.4380
H -3.2478 0.3872 2.0049
C 3.7018 0.2467 -0.5070
C 1.4126 -1.0631 0.6417
H 0.1611 1.7006 -2.2796
H 2.2627 0.6388 1.7407
H -1.7522 -0.4721 1.6177
H -3.5957 -2.9941 -0.6047
H 5.6749 1.0443 -0.3265
H -0.4344 3.4525 3.0011
H 1.6836 -0.8169 3.9103
H 1.0818 2.0987 -3.7292
O -1.4541 2.2606 -1.0335
H -4.3072 -1.3215 -2.0770
H 0.5937 -3.1128 2.9998
```